No. 1
{
  "formula": "C4H7N4",
  "method": "ωB97M-V/def2-TZVPD",
  "symbols": ["C", "C", "C", "C", "N", "N", "N", "N", "H", "H", "H", "H", "H", "H", "H"],
  "xyz": [[0.5821, -1.1280, -0.2755], [0.7889, 0.2897, -0.1369], [-1.5457, 0.9340, 0.1971], [2.1274, 0.7880, 0.0419], [-3.6082, -0.0394, -0.0752], [-2.5042, 0.2829, 0.0119], [-0.4318, -1.7934, 0.0273], [-0.2135, 1.1241, 0.0140], [1.4992, -1.5303, -0.6373], [2.3931, 1.9240, -0.0844], [2.3080, 0.6219, 1.1086], [2.8151, 0.1836, -0.5337], [-3.8992, -0.9882, 0.1307], [-0.2994, -2.7557, -0.0498], [-0.0119, 2.0868, 0.2613]],
  "forces_ev_per_angstrom": [[1.0533, -0.5934, -0.5052], [-2.4624, 1.7365, 0.2069], [1.6773, 0.0936, 0.7822], [1.7843, 2.1426, 0.3711], [-4.9131, -1.3077, -1.2156], [2.8943, 0.8541, 0.3520], [-1.3080, 2.3242, 0.6920], [-0.4587, 0.2908, 0.0673], [0.7398, -1.0353, -0.2835], [-1.0580, -2.1226, -0.1628], [0.4726, -0.2381, 0.1079], [0.3576, 0.0145, 0.0151], [0.2946, -0.2128, 0.3318], [0.3059, -2.0876, -0.4083], [0.6203, 0.1412, -0.3509]],
  "lowdin_charge": [-0.14, -0.23, 0.01, 0.00, 0.20, -0.08, 0.21, 0.16, 0.12, 0.16, 0.13, 0.10, 0.13, 0.07, 0.18],
  "e_homo_ev": [-13.02, -13.03],
  "lumo_ev": [-5.901, -5.896],
  "total_charge": 1,
  "multiplicity": 1,
  "orbital_gap_ev": [7.123, 7.134],
  "e_above_lowest_ev": 5.266
}

=====

No. 2
{
  "formula": "C5H7NO",
  "method": "ωB97M-V/def2-TZVPD",
  "symbols": ["O", "C", "C", "C", "N", "C", "C", "H", "H", "H", "H", "H", "H", "H"],
  "xyz": [[-3.0616, 1.0630, -0.0595], [-2.3958, 0.0502, 0.2070], [-1.0236, -0.0630, 0.0369], [-0.0528, 0.9947, -0.3931], [1.0066, -0.0180, -0.0920], [2.2683, 0.0001, -0.1865], [0.0468, -1.0672, 0.3678], [-2.8987, -0.8619, 0.6093], [-0.0008, 1.3022, -1.4513], [0.0788, 1.8931, 0.2336], [2.7597, 0.8982, -0.5534], [2.8408, -0.8793, 0.1002], [0.1739, -1.9819, -0.2398], [0.2583, -1.3301, 1.4208]],
  "forces_ev_per_angstrom": [[-0.0396, 0.0259, 0.0040], [0.2790, -0.2457, 0.0165], [-0.3940, 0.1123, 0.0078], [0.0735, 0.1765, -0.0956], [0.6981, -0.0031, -0.0300], [-0.3476, 0.0056, 0.0341], [0.0927, -0.2238, 0.0786], [0.0071, 0.1201, -0.0308], [-0.0478, -0.0663, 0.1435], [-0.0340, -0.1218, -0.0563], [-0.0594, -0.1333, 0.0487], [-0.0883, 0.1347, -0.0436], [-0.0741, 0.1627, 0.0754], [-0.0656, 0.0562, -0.1524]],
  "lowdin_charge": [-0.09, -0.37, -0.24, -0.08, -0.10, 0.15, -0.10, 0.11, 0.12, 0.13, 0.11, 0.11, 0.12, 0.12],
  "e_homo_ev": [-6.59, -6.59],
  "lumo_ev": [-0.899, -0.898],
  "multiplicity": 1,
  "orbital_gap_ev": [5.688, 5.688],
  "e_above_lowest_ev": 4.199
}

=====

No. 3
{
  "formula": "C10H20NO5",
  "method": "ωB97M-V/def2-TZVPD",
  "symbols": ["C", "C", "O", "N", "C", "C", "C", "C", "O", "C", "O", "O", "H", "H", "H", "H", "H", "H", "H", "H", "H", "H", "H", "H", "H", "C", "C", "C", "O", "H", "H", "H", "H", "H", "H", "H"],
  "xyz": [[-0.5853, -0.3796, -0.4955], [0.5901, -1.4385, -0.1456], [0.3350, -2.6727, -0.1129], [1.9184, -0.8584, 0.1541], [2.0346, -0.4609, 1.5996], [2.6023, 1.0498, 1.6095], [4.1538, 1.0101, 1.1927], [4.4760, 2.3429, 0.3628], [4.7713, 2.1317, -1.0423], [3.8671, 1.2244, -1.6499], [4.2999, 0.0598, -1.8701], [2.5540, 1.5295, -2.0655], [-0.3176, 0.6011, 0.0341], [-0.6602, -0.2255, -1.6214], [-1.5745, -0.8117, -0.1063], [2.6715, -1.5242, -0.1049], [1.0616, -0.5682, 2.1901], [2.8163, -1.1338, 2.1152], [1.9358, 1.6373, 0.8839], [2.4520, 1.4558, 2.6765], [4.4966, 0.0426, 0.7018], [4.7513, 1.0926, 2.1796], [3.6433, 3.1207, 0.5524], [5.4274, 2.8072, 0.8245], [1.8867, 1.1164, -1.4651], [-5.2248, -2.2306, -0.9112], [-4.8804, -0.9042, -0.2052], [-5.9946, 0.1217, -0.4940], [-3.7377, -0.4377, -0.7261], [-5.3128, -2.1126, -1.9971], [-4.4648, -2.9947, -0.7155], [-6.1851, -2.6240, -0.5464], [-4.9381, -1.1159, 0.8819], [-6.1089, 0.3203, -1.5657], [-5.7970, 1.0758, 0.0066], [-6.9631, -0.2465, -0.1246]],
  "forces_ev_per_angstrom": [[1.0938, -0.8049, 1.0417], [-2.0411, -2.0933, -0.2740], [1.6205, 4.1598, -0.2433], [-0.8552, -1.0839, 0.1307], [0.9135, 0.7595, 0.4168], [-0.6071, -1.6519, 0.5334], [-0.3635, 1.2839, 1.0412], [0.7080, 0.4349, 1.7961], [-2.6239, -0.6297, -0.4131], [1.1197, -4.8940, -0.6988], [-1.4711, 4.5385, 0.7005], [2.0066, 0.9985, 1.5332], [-0.5102, -1.1964, -0.8539], [0.1403, -0.2450, 1.4870], [1.0313, 0.8651, -0.8644], [-0.9462, 0.3859, 0.3368], [1.2025, 0.1962, -1.0788], [-1.2628, 0.9264, -0.6640], [1.1408, -0.6909, 1.0349], [0.4067, -0.3007, -1.6588], [-0.6557, 1.4318, 0.3030], [-0.8489, -0.1903, -1.5760], [1.1107, -1.2812, -0.6719], [-1.3589, -0.6879, -1.1606], [0.8208, -0.2184, -0.3126], [-0.7466, -0.5317, 0.3693], [-0.1323, 0.3218, -2.0237], [-0.8759, -0.1428, 0.4301], [1.3325, 0.2244, 0.7257], [0.1428, 0.2439, 0.1157], [0.0609, 0.2086, 0.0190], [-0.1030, -0.1752, -0.0185], [0.2979, 0.0202, 0.4560], [0.2679, -0.1393, 0.0507], [0.1708, -0.1223, -0.0352], [-0.1858, 0.0804, 0.0259]],
  "lowdin_charge": [-0.02, -0.41, 0.02, -0.02, -0.21, -0.19, -0.17, -0.18, -0.04, -0.45, 0.07, 0.07, 0.07, 0.09, 0.07, 0.12, 0.13, 0.12, 0.10, 0.11, 0.11, 0.12, 0.13, 0.13, 0.10, -0.12, -0.73, -0.13, -0.32, 0.06, 0.05, 0.04, 0.10, 0.06, 0.05, 0.04],
  "e_homo_ev": -2.60,
  "lumo_ev": 2.474,
  "total_charge": -1,
  "multiplicity": 1,
  "orbital_gap_ev": 5.077
}

=====

No. 4
{
  "formula": "C5H9BrN4",
  "method": "ωB97M-V/def2-TZVPD",
  "symbols": ["C", "C", "C", "C", "C", "Br", "N", "N", "N", "N", "H", "H", "H", "H", "H", "H", "H", "H", "H"],
  "xyz": [[0.7905, 0.5622, -1.3093], [0.7959, 0.6964, 0.2370], [0.4219, 2.1950, 0.5781], [-0.4478, -0.0005, 0.7012], [-0.3503, -1.8253, 0.3871], [0.7957, -2.4983, 1.7124], [-0.0742, -2.1551, -0.9838], [-1.2518, -2.4309, -1.3862], [-2.2226, -2.3145, -0.4837], [-1.7356, -1.9485, 0.6253], [-0.2575, 0.4508, -1.6365], [1.3475, -0.4013, -1.4041], [1.2766, 1.4101, -1.6884], [1.6750, 0.3617, 0.7410], [0.0183, 2.1772, 1.6031], [-0.2477, 2.5450, -0.2665], [1.3563, 2.8608, 0.6236], [-1.3262, 0.3794, 0.1778], [-0.5640, -0.0641, 1.7719]],
  "forces_ev_per_angstrom": [[0.5966, -2.2154, 2.1389], [-2.4456, 1.7859, -1.1055], [1.6199, -0.0140, -0.2291], [0.8166, -2.2954, -0.2293], [0.2035, 3.2200, 0.6177], [0.3185, -0.2293, 0.1354], [-2.4044, -0.3888, 1.8639], [2.2399, -0.5784, -3.6827], [-1.2297, 0.7523, 1.9401], [0.1188, -1.3066, -0.2011], [0.6794, 0.1803, -0.2278], [-0.4350, 0.9576, -1.1474], [0.7311, 0.8732, -1.1177], [0.6604, -0.2085, 0.1867], [-0.3765, 0.6312, -0.5533], [0.4583, -0.1037, 1.4887], [-1.3081, -0.9467, -0.2951], [0.0195, -0.2556, 0.1957], [-0.2631, 0.1419, 0.2220]],
  "lowdin_charge": [-0.08, -0.44, -0.07, -0.11, -0.94, 0.81, 0.05, -0.04, -0.01, 0.01, 0.09, 0.08, 0.06, 0.11, 0.07, 0.10, 0.10, 0.11, 0.08],
  "e_homo_ev": -10.47,
  "lumo_ev": -1.299,
  "smiles": "CC(C)CC1(Br)N=NN=N1",
  "multiplicity": 1,
  "orbital_gap_ev": 9.171,
  "e_above_lowest_ev": 2.265
}

=====

No. 5
{
  "formula": "C5H6N",
  "method": "ωB97M-V/def2-TZVPD",
  "symbols": ["C", "C", "C", "C", "C", "N", "H", "H", "H", "H", "H", "H"],
  "xyz": [[-0.0240, 1.1338, 1.8168], [0.5866, 1.3483, 0.6704], [0.4099, 0.3302, -0.2987], [0.6236, -0.1422, -1.5519], [-0.0376, -1.4833, -1.4082], [-0.5037, -0.7707, -0.3430], [0.1457, 1.9311, 2.6277], [-0.7316, 0.3503, 1.8785], [1.1814, 2.1857, 0.4731], [-0.7377, -1.8774, -2.1330], [0.5688, -2.4326, -1.1740], [-1.4814, -0.5732, -0.5577]],
  "forces_ev_per_angstrom": [[0.3211, 2.8592, 1.8197], [-0.4699, -1.2504, -0.2003], [1.2559, -0.1099, -1.7438], [-1.0170, 0.5097, 1.2009], [3.2544, -5.3647, -2.0617], [-2.3679, 1.5859, 1.1151], [-0.6475, -1.7192, -1.0514], [-0.3691, -0.7718, 0.7944], [1.0213, 0.8571, -0.3816], [-0.4788, 0.7503, -0.2963], [-0.1685, 1.9143, -0.0173], [-0.3341, 0.7395, 0.8224]],
  "lowdin_charge": [0.12, -0.08, -0.16, 0.31, -0.12, 0.11, 0.13, 0.07, 0.12, 0.14, 0.18, 0.19],
  "e_homo_ev": -14.74,
  "lumo_ev": -6.315,
  "smiles": "C=CC1=C2C[N@@H+]12",
  "total_charge": 1,
  "multiplicity": 1,
  "orbital_gap_ev": 8.429,
  "e_above_lowest_ev": 5.791
}

=====

No. 6
{
  "formula": "C22H30N4O2",
  "method": "ωB97M-V/def2-TZVPD",
  "symbols": ["C", "C", "N", "C", "C", "C", "C", "N", "C", "N", "C", "C", "C", "C", "C", "C", "O", "C", "C", "O", "C", "N", "C", "C", "C", "C", "C", "C", "H", "H", "H", "H", "H", "H", "H", "H", "H", "H", "H", "H", "H", "H", "H", "H", "H", "H", "H", "H", "H", "H", "H", "H", "H", "H", "H", "H", "H", "H"],
  "xyz": [[0.4277, 0.4619, 1.6374], [-0.9148, 1.1778, 1.7191], [-1.1534, 2.0674, 0.5864], [-0.4694, 3.3424, 0.7339], [-0.3361, 4.0880, -0.5896], [-2.5708, 2.2045, 0.2744], [-2.9148, 1.4028, -0.9938], [-2.4701, 0.0428, -0.8979], [-1.2639, -0.4687, -1.3205], [-0.3795, 0.3241, -1.9847], [0.8738, -0.2362, -2.4612], [2.0141, -0.0317, -1.4947], [2.4285, 1.2568, -1.1741], [3.4219, 1.4608, -0.2416], [4.0224, 0.3813, 0.3869], [3.6479, -0.9142, 0.0618], [4.2031, -2.0351, 0.6060], [5.2637, -1.8895, 1.5157], [2.6370, -1.1254, -0.8996], [2.3231, -2.3892, -1.3255], [1.6603, -3.2240, -0.3873], [-1.1365, -1.7496, -1.0953], [-2.2962, -2.1310, -0.4663], [-2.6892, -3.3709, 0.0154], [-3.9240, -3.4606, 0.6302], [-4.7554, -2.3522, 0.7666], [-4.3804, -1.1063, 0.2938], [-3.1471, -1.0102, -0.3214], [1.2604, 1.1594, 1.6085], [0.4706, -0.1571, 0.7466], [0.5449, -0.1787, 2.5080], [-0.9832, 1.7327, 2.6713], [-1.6962, 0.4149, 1.7227], [-0.9798, 3.9901, 1.4696], [0.5323, 3.1340, 1.1136], [-1.3059, 4.3534, -1.0031], [0.2292, 5.0039, -0.4349], [0.1913, 3.4772, -1.3174], [-3.1925, 1.8429, 1.1029], [-2.8329, 3.2519, 0.1049], [-3.9983, 1.4070, -1.1476], [-2.4375, 1.8582, -1.8653], [-0.3142, 1.2588, -1.6009], [1.1083, 0.2485, -3.4162], [0.7172, -1.3022, -2.6247], [1.9708, 2.1007, -1.6686], [3.7418, 2.4626, 0.0044], [4.7961, 0.5623, 1.1160], [4.9497, -1.3577, 2.4204], [5.5634, -2.9023, 1.7810], [6.1136, -1.3685, 1.0635], [2.1828, -3.2467, 0.5709], [1.6631, -4.2191, -0.8278], [0.6279, -2.8835, -0.2547], [-2.0457, -4.2298, -0.0908], [-4.2562, -4.4135, 1.0161], [-5.7132, -2.4660, 1.2532], [-5.0297, -0.2492, 0.4042]],
  "forces_ev_per_angstrom": [[-0.2522, 0.1575, 0.0760], [0.2252, -0.2576, 0.1061], [-0.0878, 0.0892, -0.0508], [0.0432, 0.1123, -0.1552], [-0.0178, -0.0881, 0.3244], [-0.0587, -0.1664, -0.3098], [-0.1475, 0.4455, 0.2959], [0.2414, -0.1275, -0.0640], [-0.2731, -0.1664, -0.0251], [-0.0119, 0.3363, -0.0990], [0.0911, -0.1457, -0.2107], [0.0579, -0.3302, 0.0475], [0.0927, -0.0100, 0.0483], [-0.0943, 0.1171, -0.0944], [0.1217, -0.1994, 0.1379], [-0.0504, -0.1594, -0.0149], [-0.3268, 0.0930, -0.3908], [0.1839, 0.0420, 0.1813], [-0.0397, 0.0052, -0.0387], [0.3540, 0.4193, -0.0717], [-0.3120, -0.1827, 0.3476], [0.5356, 0.0682, -0.2715], [-0.4784, 0.4433, 0.1179], [0.0659, 0.1545, -0.0743], [-0.1124, -0.1504, 0.0955], [-0.1280, -0.0588, 0.0722], [-0.0173, 0.2499, -0.0231], [0.0469, -0.6543, 0.1305], [0.1213, 0.0319, 0.0137], [0.0216, -0.0813, -0.0702], [0.0748, -0.0846, 0.1111], [-0.1042, -0.0369, -0.0515], [-0.0301, 0.0793, 0.0407], [0.0780, -0.0766, 0.0143], [-0.0305, 0.0408, 0.0576], [-0.0876, 0.0579, -0.0760], [0.0305, 0.1243, -0.0646], [0.0743, -0.0487, -0.1123], [0.0439, 0.0705, -0.0087], [-0.0323, -0.0143, 0.0325], [0.0700, -0.0072, -0.1085], [-0.0818, -0.0261, 0.0399], [-0.0472, -0.0847, 0.0780], [0.0172, -0.1394, 0.0931], [0.0474, 0.1642, -0.0999], [-0.0654, 0.1223, -0.0685], [0.0311, 0.0840, 0.0208], [0.0771, -0.0420, 0.0657], [0.0240, -0.0078, -0.0470], [0.0141, 0.0934, 0.0150], [-0.0369, -0.0038, 0.0219], [0.0310, -0.0254, -0.0764], [-0.0217, -0.0217, 0.0544], [0.2101, -0.0876, -0.0181], [0.0782, -0.1056, -0.0248], [-0.0236, -0.0702, 0.0293], [-0.0644, -0.0062, 0.0275], [-0.0701, 0.0652, 0.0241]],
  "lowdin_charge": [-0.06, -0.23, -0.19, -0.25, -0.07, -0.16, -0.11, 0.03, -0.35, 0.09, -0.11, -0.14, -0.06, -0.09, -0.02, -0.19, -0.08, -0.08, -0.17, -0.08, -0.06, 0.17, -0.22, -0.02, -0.11, -0.11, -0.03, -0.17, 0.06, 0.05, 0.08, 0.12, 0.11, 0.12, 0.11, 0.06, 0.08, 0.05, 0.12, 0.11, 0.13, 0.12, 0.10, 0.13, 0.12, 0.10, 0.11, 0.10, 0.10, 0.10, 0.10, 0.09, 0.09, 0.06, 0.11, 0.10, 0.10, 0.10],
  "e_homo_ev": -7.60,
  "lumo_ev": 0.803,
  "smiles": "CCN(CC)CCn1c(NCc2cccc(OC)c2OC)nc2ccccc21",
  "multiplicity": 1,
  "orbital_gap_ev": 8.403,
  "e_above_lowest_ev": 2.917
}